# 1
The following is a quantum chemistry calculation of C44H39N14O3Y as an isolated structure, from OMol25.

## Properties
HOMO = -12.23 eV
frontier orbital gap = 6.41 eV
LUMO level = -5.8 eV
charge = +2
energy = -2730.32527 a.u.
relative energy (zero: lowest compared OMol25 entry of this formula, charge and spin) = 0.0 kcal/mol

The geometry in XYZ format:
```
101
Properties=species:S:1:pos:R:3:forces:R:3
Y -1.407 0.700 0.583 -0.2 0.3 -0.4
C -4.373 0.069 -0.752 0.0 0.0 0.0
N -3.864 0.103 0.634 0.0 -0.1 0.0
C -4.014 -1.228 1.266 0.0 0.0 0.0
C -2.905 -2.244 0.933 0.3 -0.1 0.0
C -3.229 -3.597 1.488 -0.1 0.1 0.0
C -2.372 -4.624 1.437 0.0 -0.1 0.0
C -1.035 -4.553 0.921 0.0 0.0 0.0
C -0.238 -3.465 0.946 0.0 0.0 0.0
N -0.482 -2.263 1.573 -0.1 -0.2 0.1
C -4.642 1.111 1.381 0.0 0.0 0.0
C -3.895 1.764 2.514 -0.1 0.0 0.0
C -4.531 2.005 3.719 0.1 0.1 0.0
C -3.873 2.736 4.696 0.0 0.0 0.0
C -2.596 3.202 4.432 0.0 0.0 0.0
C -2.021 2.891 3.215 0.0 0.0 0.0
N -2.644 2.187 2.262 0.2 -0.3 0.0
C -3.871 1.232 -1.568 0.0 0.0 0.0
C -4.488 1.561 -2.767 0.0 0.1 0.0
C -3.983 2.604 -3.521 0.0 0.0 0.0
C -2.886 3.313 -3.046 -0.1 0.0 0.0
C -2.344 2.933 -1.839 0.1 0.0 0.0
N -2.806 1.903 -1.115 0.2 -0.1 0.1
H -5.469 0.069 -0.752 0.0 0.0 0.0
H -4.053 -0.850 -1.237 0.0 0.0 0.0
H -4.952 -1.689 0.932 0.0 0.0 0.0
H -4.071 -1.106 2.346 0.0 0.0 0.0
H -4.204 -3.725 1.941 0.0 0.0 0.0
H -2.709 -5.594 1.783 0.0 0.0 0.0
H -0.590 -5.475 0.569 0.0 0.0 0.0
H 0.788 -3.536 0.615 0.0 0.0 0.0
H -5.580 0.682 1.748 0.0 0.0 0.0
H -4.911 1.908 0.684 0.0 0.0 0.0
H -5.532 1.632 3.884 0.0 0.0 0.0
H -4.351 2.939 5.645 0.0 0.0 0.0
H -2.046 3.784 5.157 0.0 0.0 0.0
H -1.014 3.217 2.993 0.0 0.0 0.0
H -5.350 0.998 -3.101 0.0 0.0 0.0
H -4.442 2.869 -4.464 0.0 0.0 0.0
H -2.469 4.145 -3.595 0.0 0.0 0.0
H -1.494 3.465 -1.428 0.0 0.0 0.0
O -1.762 -0.699 2.393 0.2 0.2 0.0
N -1.634 -1.814 1.744 -0.1 -0.2 -0.2
N -2.434 -2.220 -0.395 0.1 0.1 0.0
O -1.720 -1.066 -0.688 0.2 0.2 0.3
C -2.848 -3.024 -1.466 -0.1 -0.1 0.0
C -4.070 -3.697 -1.442 0.0 0.1 0.0
C -4.438 -4.510 -2.504 0.0 0.0 0.0
C -3.617 -4.631 -3.614 0.0 0.0 0.0
C -2.419 -3.931 -3.653 0.0 0.0 0.0
C -2.029 -3.137 -2.587 0.0 0.0 0.0
H -4.744 -3.588 -0.602 0.0 0.0 0.0
H -5.383 -5.037 -2.467 0.0 0.0 0.0
H -3.911 -5.256 -4.445 0.0 0.0 0.0
H -1.774 -4.015 -4.518 0.0 0.0 0.0
H -1.085 -2.613 -2.612 0.0 0.0 0.0
C 3.339 3.150 3.587 0.1 0.0 0.1
N 2.298 2.265 3.076 -0.1 0.1 -0.1
C 1.410 2.484 2.111 0.1 -0.1 0.1
N 0.704 1.379 1.896 -0.4 -0.1 -0.2
C 1.249 0.488 2.782 -0.1 0.1 0.1
N 2.203 0.998 3.514 0.1 -0.1 -0.1
C 4.727 2.658 3.246 0.0 0.0 0.0
C 5.784 2.990 4.082 0.0 0.0 0.0
C 7.071 2.564 3.788 0.0 0.0 0.0
C 7.310 1.789 2.667 0.0 0.0 0.0
C 6.251 1.450 1.829 -0.1 0.1 0.0
C 4.964 1.893 2.114 0.0 0.0 0.0
C 6.498 0.603 0.668 0.2 -0.1 -0.2
N 7.570 -0.045 0.367 0.0 0.2 0.3
N 7.315 -0.710 -0.808 -0.1 -0.2 -0.3
C 6.106 -0.422 -1.144 0.2 0.1 0.1
O 5.519 0.421 -0.255 -0.2 0.0 0.0
C 5.365 -0.857 -2.322 -0.1 0.0 -0.1
C 5.922 -1.803 -3.176 0.0 0.0 0.0
C 5.224 -2.191 -4.308 0.0 0.0 0.0
C 3.983 -1.640 -4.590 0.0 0.0 0.0
C 3.427 -0.690 -3.740 0.0 0.0 0.0
C 2.097 -0.073 -4.114 0.1 -0.1 -0.1
N 1.449 0.603 -2.999 -0.1 -0.1 0.1
C 0.561 0.122 -2.136 0.1 0.1 -0.1
N 0.304 1.039 -1.211 -0.3 0.1 0.2
C 1.096 2.087 -1.582 0.0 -0.1 0.0
N 1.805 1.855 -2.653 0.0 0.2 -0.1
C 4.120 -0.303 -2.604 0.0 0.0 0.0
H 3.218 3.212 4.668 0.0 0.0 0.0
H 3.151 4.139 3.167 0.0 0.0 0.0
H 1.307 3.432 1.608 0.0 0.0 0.0
H 0.914 -0.531 2.874 0.0 0.0 0.0
H 5.602 3.577 4.975 0.0 0.0 0.0
H 7.888 2.828 4.445 0.0 0.0 0.0
H 8.304 1.434 2.432 0.0 0.0 0.0
H 4.153 1.608 1.455 0.0 0.0 0.0
H 6.894 -2.219 -2.947 0.0 0.0 0.0
H 5.651 -2.926 -4.977 0.0 0.0 0.0
H 3.449 -1.947 -5.482 0.0 0.0 0.0
H 1.410 -0.838 -4.477 0.0 0.0 0.0
H 2.220 0.670 -4.902 0.0 0.0 0.0
H 0.110 -0.854 -2.185 0.0 0.0 0.0
H 1.152 3.025 -1.054 0.0 0.0 0.0
H 3.722 0.453 -1.940 0.0 0.0 0.0
```
Forces are in eV/Å.

# 2
The following is a quantum chemistry calculation of one molecule with the formula CHF3OS2 at a distorted geometry, from OMol25.

## Properties
HOMO = -10.53 eV
frontier orbital gap = 7.65 eV
LUMO level = -2.9 eV
energy = -1209.85054 a.u.
relative energy (zero: lowest compared OMol25 entry of this formula, charge and spin) = 0.0 kcal/mol

The geometry in XYZ format:
```
8
Properties=species:S:1:pos:R:3:forces:R:3
F -4.585 -1.018 -0.515 0.9 0.1 -0.3
C -4.004 0.094 0.075 -0.7 -2.3 0.2
F -4.201 1.075 -0.771 -0.3 1.2 -0.6
F -4.782 0.236 1.165 0.0 0.9 0.2
O -2.764 -0.031 0.459 2.7 -0.5 0.7
S -1.177 -0.998 -0.425 -1.1 0.1 -0.7
S 0.720 -1.209 0.214 -2.6 -1.9 1.5
H 1.243 -0.147 -0.214 1.1 2.5 -1.1
```
Forces are in eV/Å.

# 3
The following is a quantum chemistry calculation of one molecule with the formula CH5N3O2 at a distorted geometry, from OMol25.

## Properties
HOMO = -9.50 eV
frontier orbital gap = 9.85 eV
LUMO level = 0.4 eV
energy = -355.70928 a.u.
relative energy (zero: lowest compared OMol25 entry of this formula, charge and spin) = 72.1 kcal/mol

The geometry in XYZ format:
```
11
Properties=species:S:1:pos:R:3:forces:R:3
N -1.789 0.090 -1.528 2.6 -1.2 3.5
N -0.546 0.468 -0.681 1.0 0.9 -1.3
C 0.065 -0.385 0.287 -5.7 -3.0 -4.0
O -0.462 -1.486 0.519 0.4 1.0 0.2
N 1.148 0.002 0.876 -0.9 -8.3 1.8
O 1.485 1.129 0.616 6.9 11.7 -2.0
H -1.583 -0.926 -1.820 -0.6 1.8 0.8
H -2.320 0.060 -0.619 -0.7 -0.7 -1.9
H -0.050 1.297 -1.085 -0.7 -1.5 0.8
H 1.202 -0.416 1.777 0.6 0.0 1.2
H 2.487 1.235 0.281 -3.0 -0.8 0.9
```
Forces are in eV/Å.

# 4
The following is a quantum chemistry calculation of an isolated ion of composition C4H6NO and charge +1 at a distorted geometry, from OMol25.

## Properties
HOMO = -15.14 eV
frontier orbital gap = 10.85 eV
LUMO level = -4.3 eV
charge = +1
energy = -285.64310 a.u.
relative energy (zero: lowest compared OMol25 entry of this formula, charge and spin) = 49.6 kcal/mol

The geometry in XYZ format:
```
12
Properties=species:S:1:pos:R:3:forces:R:3
C -2.697 0.555 -0.403 1.3 -0.2 2.1
C -1.804 0.028 0.469 -2.5 -0.7 0.0
C -0.425 0.062 0.296 -0.9 -0.5 0.2
N 0.702 -0.026 0.264 2.2 0.2 -0.4
C 2.511 -0.224 0.385 -2.2 -2.7 -2.0
O 3.072 0.589 -0.444 0.6 1.8 2.6
H -3.631 0.536 0.073 -1.8 -0.2 -0.4
H -2.580 1.116 -1.302 0.5 0.1 -0.4
H -2.234 -0.599 1.339 1.2 1.4 -1.3
H 2.445 -1.321 -0.046 0.4 2.0 1.8
H 2.382 0.054 1.432 1.3 -0.3 -0.2
H 2.927 0.404 -1.343 0.0 -0.8 -2.0
```
Forces are in eV/Å.